One molecule with the formula C18H19N3O7S, computed with wB97M-V/def2-TZVPD.

Positions of all 48 atoms, in Å:
C  -1.16  2.77  4.06
H  -0.65  3.71  3.84
H  -1.97  2.62  3.35
H  -1.56  2.81  5.08
O  -0.25  1.69  4.06
C  0.37  1.38  2.89
C  0.19  2.08  1.71
C  0.87  1.67  0.56
C  1.72  0.58  0.60
C  1.91  -0.13  1.79
C  1.24  0.27  2.95
O  1.30  -0.36  4.16
C  2.54  -0.88  4.60
H  2.77  -1.84  4.12
H  3.36  -0.18  4.40
H  2.43  -1.02  5.67
O  2.72  -1.23  1.88
C  3.50  -1.59  0.77
H  4.11  -2.43  1.10
H  2.88  -1.90  -0.08
H  4.17  -0.77  0.46
H  2.23  0.28  -0.30
N  0.66  2.38  -0.63
S  -0.88  2.51  -1.29
O  -0.71  3.27  -2.48
O  -1.78  2.99  -0.29
C  -1.26  0.81  -1.78
C  -0.94  0.53  -3.09
C  -1.13  -0.74  -3.61
C  -1.65  -1.74  -2.77
C  -1.96  -1.44  -1.45
C  -1.78  -0.16  -0.93
C  -2.15  0.11  0.49
H  -3.04  -0.45  0.76
H  -1.34  -0.21  1.15
H  -2.33  1.17  0.64
H  -2.37  -2.21  -0.82
N  -1.83  -3.00  -3.30
C  -1.55  -3.38  -4.59
O  -1.74  -4.51  -4.96
C  -1.00  -2.29  -5.50
O  -0.72  -2.49  -6.65
N  -0.84  -1.06  -4.92
H  -0.49  -0.33  -5.52
H  -2.20  -3.72  -2.70
H  -0.56  1.33  -3.71
H  1.33  2.19  -1.36
H  -0.46  2.93  1.63

net charge: 0
electronic energy: -1786.4484 hartree
LUMO: -0.01 eV
Kohn-Sham gap: 8.182 eV
relative energy (zero: lowest compared OMol25 entry of this formula, charge and spin): 52.2 kcal per mole

Atom charges from the Löwdin analysis, given in e for atoms 1 to 8: -0.07 0.10 0.10 0.10 -0.05 -0.19 0.01 -0.31

***

A 2-piece molecular cluster, C4H5BrClFN3O2 overall, computed with wB97M-V/def2-TZVPD.

Positions of all 17 atoms, in Å:
C  -0.77  -0.81  -1.04
C  -1.94  0.19  0.62
C  -0.96  -2.02  0.97
C  2.65  0.70  -0.16
N  -0.61  -0.69  -2.15
N  1.57  1.30  -0.55
N  -1.15  -0.98  0.20
O  0.44  1.12  -0.09
O  1.75  2.23  -1.60
F  3.83  0.68  -0.70
Cl  -1.56  -2.03  2.51
Br  2.41  -0.73  1.16
H  -1.18  0.73  1.22
H  -2.27  0.90  -0.24
H  -2.81  -0.01  1.23
H  0.94  2.27  -2.04
H  -0.33  -2.84  0.64

net charge: +1
electronic energy: -3603.7428 hartree
LUMO: -6.03 eV
Kohn-Sham gap: 7.053 eV
relative energy (zero: lowest compared OMol25 entry of this formula, charge and spin): 60.9 kcal per mole

Atom charges from the Löwdin analysis, given in e for atoms 1 to 8: -0.29 -0.01 -0.44 -0.60 0.28 -0.29 -0.12 -0.12